No. 1
Here is 10 unconnected molecules or ions with the total composition C4H27N2O11 at a distorted geometry from the Open Molecules 2025 dataset. Energies are from the ωB97M-V functional and the def2-TZVPD basis.

```
44
C4H27N2O11 the ωB97M-V functional and the def2-TZVPD basis
N -2.279 -2.512 0.115
C -1.567 -1.756 -0.890
C -0.554 -0.720 -0.465
N -1.344 0.520 -0.240
C -0.532 1.757 0.051
C 0.220 1.629 1.449
O 1.518 1.472 1.256
O -0.311 1.724 2.494
H -1.593 -3.124 0.659
H -2.940 -2.247 0.705
H -1.036 -2.516 -1.519
H -2.264 -1.383 -1.685
H 0.008 -1.076 0.458
H 0.206 -0.410 -1.191
H -1.781 0.415 0.623
H -1.378 2.623 -0.030
H 0.159 1.949 -0.812
H 4.309 0.116 1.285
H 3.190 -1.002 1.189
O 3.968 -0.655 0.729
H 1.429 2.136 -2.316
H 0.825 2.280 -3.712
O 1.380 2.723 -3.088
H 1.890 -0.460 3.358
H 1.844 0.144 2.038
O 1.891 -0.746 2.467
H 3.116 -1.470 -1.340
H 3.034 -0.673 -2.560
O 3.167 -1.553 -2.324
H -3.680 1.018 -1.894
H -3.190 0.036 -0.985
O -3.902 0.138 -1.596
H -2.987 0.674 3.405
H -3.322 -0.584 3.290
O -3.309 0.133 2.769
H 3.222 1.812 -1.175
H 2.185 1.355 -0.263
O 2.485 1.273 -1.249
H -0.924 0.066 -3.115
H -0.113 -1.227 -3.503
O -0.538 -0.405 -3.800
H -0.274 0.223 3.790
H -0.247 -1.138 3.412
O 0.020 -0.559 4.212
```

Calculated values
DFT total energy, eV: -30090.006
Charge: -1
LUMO level, eV: 2.73
Energy relative to the best compared isomer or geometry (same formula, charge and spin), kJ/mol: 250.8
Molar mass, g/mol: 279.3

No. 2
Here is 13 unconnected molecules or ions with the total composition C30H89N3O13 at a distorted geometry from the Open Molecules 2025 dataset. Energies are from the ωB97M-V functional and the def2-TZVPD basis.

```
135
C30H89N3O13 the ωB97M-V functional and the def2-TZVPD basis
O -3.123 -2.141 2.071
H -3.119 -1.540 2.833
H -4.032 -2.461 2.011
C 0.384 -1.163 1.154
C 0.299 0.246 0.537
O 1.513 0.569 -0.111
H -0.323 -1.452 1.933
H 1.351 -1.356 1.634
H 0.373 -1.920 0.365
H 0.042 0.923 1.355
H -0.544 0.301 -0.157
H 1.639 -0.084 -0.836
C 2.282 4.305 -1.630
C 2.609 3.950 -0.184
O 1.530 3.258 0.421
H 1.403 4.943 -1.701
H 2.063 3.395 -2.197
H 3.184 4.690 -2.114
H 2.898 4.813 0.419
H 3.474 3.274 -0.153
H 1.609 2.298 0.216
C 2.521 -1.186 4.753
C 3.349 -2.245 5.467
O 2.620 -2.681 6.617
H 2.448 -0.257 5.323
H 1.523 -1.579 4.562
H 2.981 -0.887 3.805
H 4.311 -1.895 5.843
H 3.438 -3.145 4.850
H 2.187 -3.519 6.377
C -0.394 -4.307 3.940
C -0.116 -4.361 5.433
O 1.232 -4.782 5.650
H -1.442 -4.172 3.657
H -0.026 -5.153 3.358
H 0.083 -3.391 3.577
H -0.738 -5.105 5.937
H -0.298 -3.359 5.814
H 1.341 -5.695 5.375
C -0.911 0.577 4.699
C -2.314 1.170 4.558
O -3.051 0.125 3.918
H -0.638 0.239 3.700
H -0.901 -0.309 5.337
H -0.203 1.270 5.155
H -2.234 2.095 3.985
H -2.773 1.356 5.531
H -3.795 0.484 3.420
C -1.155 5.326 2.339
C -1.677 4.443 1.194
O -0.886 4.631 0.034
H -1.774 5.107 3.218
H -1.305 6.388 2.152
H -0.124 5.127 2.628
H -2.684 4.792 0.973
H -1.622 3.389 1.473
H -0.010 4.203 0.120
C 4.487 0.296 1.228
C 5.797 0.141 2.033
O 5.615 -0.751 3.120
H 3.802 0.968 1.738
H 4.077 -0.682 0.975
H 4.738 0.765 0.272
H 5.977 1.154 2.400
H 6.617 -0.173 1.389
H 5.636 -0.264 3.945
C 3.122 -4.159 1.241
C 4.576 -3.753 1.018
O 5.253 -3.598 2.265
H 2.533 -3.245 1.356
H 2.991 -4.788 2.118
H 2.720 -4.676 0.365
H 4.638 -2.851 0.403
H 5.095 -4.559 0.498
H 5.101 -2.688 2.561
C -2.007 -5.471 0.453
C -1.121 -4.267 0.113
O -2.029 -3.226 -0.232
H -1.413 -6.338 0.755
H -2.518 -5.759 -0.471
H -2.821 -5.294 1.156
H -0.479 -4.530 -0.727
H -0.482 -4.068 0.980
H -2.418 -2.986 0.632
C 0.430 -1.572 -3.016
C 1.883 -1.150 -3.282
C 1.965 0.322 -3.712
O 1.457 0.457 -5.015
C 1.849 1.685 -5.587
N 2.590 -1.299 -2.004
H -0.125 -0.990 -2.280
H 0.494 -2.595 -2.636
H -0.154 -1.525 -3.936
H 2.311 -1.742 -4.094
H 2.997 0.667 -3.573
H 1.363 0.890 -2.993
H 1.540 2.529 -4.962
H 1.351 1.772 -6.552
H 2.929 1.747 -5.756
H 2.728 -2.244 -1.667
H 3.526 -0.908 -2.078
C -1.019 2.710 -3.203
C -1.119 4.184 -3.575
C -1.723 4.356 -4.963
O -1.747 5.749 -5.295
C -2.291 5.920 -6.588
N -1.997 4.818 -2.588
H -0.346 2.572 -2.351
H -0.600 2.109 -4.017
H -1.960 2.237 -2.916
H -0.123 4.647 -3.559
H -2.784 4.097 -4.877
H -1.222 3.783 -5.749
H -1.643 5.487 -7.358
H -2.299 6.984 -6.830
H -3.308 5.524 -6.597
H -1.495 4.875 -1.692
H -2.161 5.765 -2.921
C -5.080 -2.348 -1.745
C -4.311 -1.065 -2.064
C -5.182 0.099 -2.443
O -5.945 -0.167 -3.609
C -5.271 -0.025 -4.822
N -3.513 -0.730 -0.851
H -5.883 -2.182 -1.017
H -4.451 -3.118 -1.301
H -5.578 -2.753 -2.632
H -3.589 -1.261 -2.864
H -4.566 0.988 -2.624
H -5.834 0.400 -1.619
H -5.358 -0.909 -5.465
H -4.177 0.011 -4.744
H -5.620 0.848 -5.375
H -4.123 -0.964 -0.073
H -2.776 -1.424 -0.746
```

Calculated values
DFT total energy, eV: -63637.733
LUMO level, eV: 0.23
Energy relative to the best compared isomer or geometry (same formula, charge and spin), kJ/mol: 0.0
Molar mass, g/mol: 700.0

No. 3
Here is a molecular structure, N2O6Rb at a distorted geometry from the Open Molecules 2025 dataset. Energies are from the ωB97M-V functional and the def2-TZVPD basis.

```
9
N2O6Rb the ωB97M-V functional and the def2-TZVPD basis
Rb -0.830 -0.889 -0.306
N 2.127 -0.405 -1.334
O 2.383 0.806 -1.192
O 2.715 -0.980 -2.384
O 1.044 -0.930 -0.947
N -1.831 0.653 1.526
O -1.104 1.313 0.906
O -3.012 0.956 1.899
O -1.492 -0.524 1.832
```

Calculated values
DFT total energy, eV: -15913.079
Charge: -1
LUMO level, eV: 2.32
Energy relative to the best compared isomer or geometry (same formula, charge and spin), kJ/mol: 368.1
Molar mass, g/mol: 209.5

No. 4
Here is a molecular structure, C7H16B4FNO7Pt at a distorted geometry from the Open Molecules 2025 dataset. Energies are from the ωB97M-V functional and the def2-TZVPD basis.

```
37
C7H16B4FNO7Pt the ωB97M-V functional and the def2-TZVPD basis
C -0.937 2.380 3.913
C -1.710 1.654 2.620
O -1.082 0.351 2.359
C -1.682 2.681 1.300
O -2.499 2.212 0.176
B -1.733 1.456 -0.827
O -2.540 0.557 -1.726
B -1.806 -0.688 -2.020
C -2.402 -2.229 -1.778
C -3.946 -2.415 -2.313
O -4.772 -1.373 -2.496
F -4.423 -3.805 -2.581
O -0.419 -0.530 -2.582
B 0.282 0.212 -1.475
B 1.589 -0.530 -0.797
O 1.383 -1.109 0.574
N 2.951 -0.719 -1.438
C 3.208 -2.237 -1.322
C 3.981 0.034 -0.587
O -0.284 1.517 -1.084
H -1.586 2.319 4.901
H -0.768 3.544 3.722
H 0.136 1.900 4.045
H -2.816 1.489 2.973
H -0.160 0.465 1.983
H -0.589 3.001 1.032
H -2.214 3.672 1.700
H -1.657 -3.063 -2.174
H -2.438 -2.382 -0.597
H 0.528 -1.657 0.460
H 2.163 -2.803 -1.409
H 3.656 -2.530 -0.268
H 3.878 -2.591 -2.213
H 4.828 -0.675 -0.158
H 4.432 0.874 -1.294
H 3.390 0.574 0.286
Pt 6.057 0.441 -0.907
```

Calculated values
DFT total energy, eV: -31988.036
Charge: +2
LUMO level, eV: -13.43
Molar mass, g/mol: 483.5

No. 5
Here is 2 unconnected molecules or ions with the total composition C8H12N4 at a distorted geometry from the Open Molecules 2025 dataset. Energies are from the ωB97M-V functional and the def2-TZVPD basis.

```
24
C8H12N4 the ωB97M-V functional and the def2-TZVPD basis
C 1.227 -2.559 -1.182
C 2.277 -0.286 -1.296
C 1.158 -1.093 -1.551
C 0.561 0.896 -2.211
N 1.917 0.961 -1.869
N 0.140 -0.438 -2.122
H 3.168 -0.641 -0.625
H 2.431 1.895 -1.918
H 1.193 -2.750 -0.195
H 2.282 -2.961 -1.554
H -0.146 1.707 -2.421
H 0.546 -3.061 -1.779
C -3.293 0.921 1.280
C -1.899 0.669 1.777
C 0.208 0.849 1.784
C -1.353 -0.631 1.850
N -0.944 1.654 1.857
N 0.004 -0.468 1.734
H 1.169 1.302 1.906
H -3.082 0.946 0.135
H -3.659 1.828 1.805
H 0.711 -1.239 1.413
H -1.770 -1.633 1.942
H -3.978 0.065 1.392
```

Calculated values
DFT total energy, eV: -14448.664
LUMO level, eV: 0.70
Energy relative to the best compared isomer or geometry (same formula, charge and spin), kJ/mol: 278.7
Molar mass, g/mol: 164.2

No. 6
Here is a molecular structure, C29H44As2MnNOSSb from the Open Molecules 2025 dataset. Energies are from the ωB97M-V functional and the def2-TZVPD basis.

```
80
C29H44As2MnNOSSb the ωB97M-V functional and the def2-TZVPD basis
Mn 1.265 -0.154 0.325
C 1.952 3.108 -1.166
As 0.394 2.046 -0.702
C -0.680 2.424 -2.281
C -0.440 3.166 0.670
C 0.323 4.153 1.287
C -0.217 4.950 2.289
C -1.539 4.776 2.667
C -2.301 3.787 2.059
C -1.763 2.965 1.073
As -2.795 1.476 0.311
C -3.996 2.511 -0.851
C -4.115 1.235 1.738
H 1.672 4.136 -1.396
H 2.398 2.641 -2.045
H 2.687 3.061 -0.365
H -0.930 3.484 -2.303
H -1.583 1.819 -2.290
H -0.084 2.165 -3.155
H 1.356 4.303 1.001
H 0.396 5.706 2.763
H -1.977 5.403 3.434
H -3.329 3.654 2.371
H -4.388 3.376 -0.315
H -4.824 1.866 -1.147
H -3.479 2.848 -1.747
H -4.704 2.135 1.908
H -3.633 0.922 2.662
H -4.786 0.440 1.412
C 3.231 0.365 0.699
C 4.441 0.509 0.659
C 5.865 0.689 0.619
C 6.512 0.998 -0.579
C 7.886 1.174 -0.613
C 8.638 1.045 0.547
C 8.004 0.736 1.743
C 6.631 0.559 1.781
H 5.924 1.092 -1.483
H 8.372 1.411 -1.551
H 9.711 1.181 0.518
H 8.584 0.630 2.651
H 6.133 0.316 2.710
C -4.677 -2.742 1.317
Sb -2.589 -2.574 0.805
C -2.959 -1.908 -1.200
C -2.479 -4.661 0.336
H -5.215 -3.192 0.482
H -5.124 -1.778 1.552
H -4.779 -3.388 2.190
H -3.227 -2.766 -1.816
H -2.071 -1.428 -1.607
H -3.783 -1.194 -1.199
H -3.196 -4.882 -0.453
H -2.733 -5.238 1.225
H -1.474 -4.925 0.008
C -0.234 -1.262 4.131
S -0.876 0.094 3.172
C -0.236 1.455 4.131
O -0.050 0.131 1.917
H 0.828 -1.109 4.320
H -0.388 -2.154 3.527
H -0.800 -1.333 5.059
H -0.671 1.426 5.130
H -0.532 2.371 3.620
H 0.850 1.374 4.167
C 1.626 -3.225 1.474
C 1.322 -3.156 0.010
C 1.258 -4.189 -0.898
C 0.970 -3.602 -2.158
C 0.890 -2.243 -1.951
C 0.675 -1.162 -2.965
N 1.091 -1.959 -0.622
H 0.839 -3.741 2.036
H 1.741 -2.228 1.911
H 2.563 -3.752 1.666
H 1.419 -5.235 -0.686
H 0.865 -4.109 -3.105
H 1.345 -1.276 -3.820
H 0.880 -0.179 -2.534
H -0.348 -1.138 -3.353
```

Calculated values
Spin multiplicity: 6
DFT total energy, eV: -204691.975
LUMO level (alpha / beta), eV: 0.12 / 0.11
Energy relative to the best compared isomer or geometry (same formula, charge and spin), kJ/mol: 44.1
Molar mass, g/mol: 781.3
<S²>: 8.76

No. 7
Here is a single C2H2ClN molecule at a distorted geometry from the Open Molecules 2025 dataset. Energies are from the ωB97M-V functional and the def2-TZVPD basis.

```
6
C2H2ClN the ωB97M-V functional and the def2-TZVPD basis
C -0.594 -1.456 0.024
C -0.062 -0.400 -0.047
N 0.582 0.741 0.289
Cl -0.399 2.313 0.357
H -0.896 -2.246 -0.507
H 1.369 1.047 -0.116
```

Calculated values
DFT total energy, eV: -16114.855
LUMO level, eV: -0.43
Energy relative to the best compared isomer or geometry (same formula, charge and spin), kJ/mol: 311.4
Molar mass, g/mol: 75.5

No. 8
Here is a molecular structure, C29H19BrIN8O2Pd at a distorted geometry from the Open Molecules 2025 dataset. Energies are from the ωB97M-V functional and the def2-TZVPD basis.

```
61
C29H19BrIN8O2Pd the ωB97M-V functional and the def2-TZVPD basis
Pd -0.768 2.676 0.625
C 0.503 6.029 -1.650
C -0.344 5.158 -0.925
N 0.173 4.069 -0.439
C 1.482 3.796 -0.739
C 2.186 4.582 -1.704
N 1.695 5.728 -2.133
C 1.996 2.606 0.026
C 3.240 1.975 -0.060
C 3.551 0.948 0.776
C 2.520 0.343 1.552
C 1.272 0.952 1.534
N 1.061 2.047 0.780
C 0.013 0.499 2.168
C -0.273 -0.769 2.683
N -1.399 -0.954 3.331
C -2.315 -0.004 3.446
C -2.198 1.171 2.721
N -1.085 1.332 2.069
C 4.939 0.361 0.902
C 5.810 0.282 -0.169
C 7.071 -0.313 0.031
N 7.536 -0.676 1.247
C 6.624 -0.750 2.197
C 5.279 -0.320 2.047
H 0.119 7.011 -1.916
H -1.444 5.369 -0.899
H 3.142 4.316 -2.104
H 4.039 2.322 -0.725
H 2.651 -0.635 2.046
H 0.467 -1.606 2.609
H -3.150 -0.239 4.093
H -2.908 1.995 2.729
H 5.584 0.656 -1.179
H 7.810 -0.437 -0.773
H 6.975 -1.188 3.120
H 4.476 -0.527 2.797
Br 1.236 -0.707 -1.357
C -0.663 -0.375 -1.701
C -1.324 -1.328 -2.522
C -2.672 -1.178 -2.784
C -3.401 -0.222 -2.120
C -2.682 0.701 -1.269
N -1.327 0.548 -1.099
C -3.438 1.763 -0.525
O -4.679 1.755 -0.571
O -2.808 2.705 0.087
H -0.696 -2.039 -3.034
H -3.147 -1.812 -3.511
H -4.480 -0.079 -2.260
I -5.653 -4.842 2.485
C -4.968 -5.157 0.504
C -3.821 -4.392 0.064
C -3.181 -4.601 -1.131
C -3.779 -5.596 -1.973
C -4.874 -6.277 -1.392
N -5.538 -6.042 -0.261
H -3.411 -3.615 0.669
H -2.337 -4.035 -1.449
H -3.409 -5.888 -2.978
H -5.280 -7.092 -1.980
```

Calculated values
Spin multiplicity: 5
DFT total energy, eV: -127986.810
Charge: +3
LUMO level (alpha / beta), eV: -9.11 / -12.31
Energy relative to the best compared isomer or geometry (same formula, charge and spin), kJ/mol: 202.0
Molar mass, g/mol: 824.8
<S²>: 6.04